(1)
Computed, not measured: a structure of composition C25H45FeNP2S, with ωB97M-V/def2-TZVPD.

The net charge is +1. As for the orbital gap (alpha / beta): 7.04 / 7.52 eV. For the HOMO energy (alpha / beta), the calculation gives -0.35264 / -0.41112 Ha. As for the multiplicity: 6.

Last column: Löwdin charge in e.
Element x y z (Å)
1 Fe -0.00865 -0.01494 0.68034  0.3974
2 C -1.65684 1.52356 0.91506  -0.2909
3 C -2.09449 0.63592 -0.10143  -0.2774
4 C -1.97509 -0.57648 1.88013  -0.3412
5 C -1.63598 0.81899 2.21742  -0.3796
6 C -2.20596 -0.68713 0.49531  -0.2811
7 C -1.71285 3.02708 0.80581  -0.0508
8 H -1.39231 3.44751 -0.18517  0.0850
9 H -1.11476 3.61253 1.56010  0.0717
10 H -2.76062 3.43613 0.93819  0.1141
11 C -1.80099 1.53454 3.49882  -0.0569
12 H -1.43712 2.57482 3.54931  0.0864
13 H -0.99300 1.07410 4.30451  0.0326
14 H -2.70532 1.26445 4.05656  0.1127
15 C -2.14309 -1.64643 2.91383  -0.0637
16 H -3.22207 -1.74021 3.16060  0.1112
17 H -1.63751 -1.45104 3.88965  0.0601
18 H -1.80241 -2.66634 2.61080  0.0795
19 C -3.03686 -1.81414 0.00219  -0.0482
20 H -4.11736 -1.59961 0.23506  0.1165
21 H -2.85958 -2.79521 0.52070  0.0804
22 H -3.03351 -2.06410 -1.08776  0.0878
23 C -2.85113 1.13362 -1.22960  -0.0338
24 H -3.80752 1.56595 -0.82826  0.1250
25 H -3.15443 0.38040 -1.97391  0.0794
26 H -2.38425 1.97793 -1.78819  0.0905
27 C 1.58537 0.41070 -2.58763  -0.1327
28 C 0.54492 1.30287 -2.73806  -0.1200
29 C -0.03156 1.61912 -4.08359  -0.1784
30 C -0.92388 0.45918 -4.65483  -0.1679
31 C -0.98338 -0.77926 -3.79091  -0.1251
32 C 0.06421 -1.62867 -3.69887  -0.1325
33 C 1.36529 -1.38042 -4.40154  -0.1764
34 C 2.23825 -0.24991 -3.75347  -0.1827
35 H 0.77111 1.84728 -4.81398  0.1142
36 H -0.47874 0.17175 -5.62956  0.1090
37 H -0.64836 2.54430 -4.00032  0.1114
38 H 2.50213 0.48433 -4.53741  0.1150
39 H 1.95341 0.07499 -1.60456  0.0681
40 H 0.01815 1.79001 -1.89488  0.0810
41 H 3.19242 -0.70205 -3.40588  0.1093
42 H 1.93311 -2.33061 -4.45216  0.1109
43 H -0.06900 -2.63803 -3.23149  0.1077
44 H 1.16014 -1.08306 -5.44884  0.1112
45 H -1.94472 0.83050 -4.88261  0.1131
46 H -1.98834 -1.05959 -3.36816  0.1008
47 P 1.73547 1.78479 1.40728  0.7041
48 C 1.38761 2.57347 2.99833  -0.2764
49 H 2.27305 3.20437 3.21746  0.0665
50 H 1.24575 1.90780 3.87364  0.0215
51 H 0.52070 3.26088 2.95561  0.0461
52 C 3.41357 1.22813 1.66895  -0.2672
53 H 3.97671 2.09273 2.09233  0.0665
54 H 3.91501 0.94453 0.72142  0.0545
55 H 3.51886 0.38443 2.37932  0.0575
56 C 1.95359 3.25351 0.44644  -0.2770
57 H 2.44708 3.05746 -0.52001  0.0558
58 H 2.61443 3.92926 1.03556  0.0656
59 H 1.01212 3.80394 0.25128  0.0473
60 P 0.97644 -2.30348 0.61855  0.7767
61 C -0.19469 -3.61924 0.18403  -0.2609
62 H 0.41221 -4.47270 -0.18803  0.0687
63 H -0.98819 -3.40333 -0.55000  0.0295
64 H -0.70510 -3.99755 1.10894  0.0601
65 C 2.59892 -2.60797 -0.10404  -0.2686
66 H 2.58526 -2.78457 -1.19760  0.0503
67 H 3.02308 -3.52806 0.37638  0.0643
68 H 3.33781 -1.79617 0.11126  0.0564
69 C 1.38106 -3.14309 2.15548  -0.3164
70 H 1.59842 -4.20158 1.87397  0.0713
71 H 0.55241 -3.15357 2.87272  0.0383
72 H 2.28434 -2.73508 2.62268  0.0578
73 S 0.27258 -0.17717 2.89146  0.6979
74 C 0.04168 -0.04508 4.73169  -0.5573
75 N 0.09299 -0.09196 5.90356  0.1244

---

(2)
Computed, not measured: a structure of composition C40H43FIN5O3Sr, with ωB97M-V/def2-TZVPD.

The net charge is 0. As for the orbital gap: 6.59 eV. For the HOMO energy, the calculation gives -0.23911 Ha. As for the multiplicity: 1.

Last column: Löwdin charge in e.
Element x y z (Å)
1 Sr 0.35200 -0.03518 -0.86757  1.3797
2 C 4.64151 -0.85387 1.21437  -0.0216
3 C 4.23349 -2.01694 0.36012  -0.2593
4 N 4.83527 -3.16467 0.53201  0.1085
5 C 4.46987 -4.22032 -0.23281  -0.1196
6 C 3.50334 -4.14949 -1.19667  -0.1776
7 C 3.16831 -5.38756 -1.98255  -0.2134
8 O 1.81648 -5.81777 -1.79113  -0.0663
9 C 2.81264 -2.92465 -1.39249  -0.0805
10 C 1.82651 -2.84958 -2.44787  -0.0653
11 N 0.97119 -1.91014 -2.62638  -0.0265
12 C 0.08799 -2.01805 -3.71994  -0.3531
13 C -0.65985 -3.17478 -3.94351  -0.0228
14 C -1.56249 -3.24322 -4.99223  -0.0771
15 C -1.73600 -2.15475 -5.83631  -0.0879
16 C -0.99737 -0.99823 -5.63040  -0.1483
17 C -0.09639 -0.93364 -4.57874  -0.6277
18 I 1.05026 0.79684 -4.32207  1.0147
19 C 3.16164 -1.80943 -0.59092  -0.3271
20 O 2.59701 -0.66248 -0.65185  -0.2700
21 H 5.57901 -1.08154 1.71645  0.0767
22 H 3.87763 -0.64885 1.97083  0.0667
23 H 4.74055 0.05019 0.61291  0.0770
24 H 4.99548 -5.15112 -0.04915  0.1035
25 H 3.86670 -6.18174 -1.70808  0.1141
26 H 3.27152 -5.22610 -3.05606  0.1202
27 H 1.68773 -5.93733 -0.84456  0.0870
28 H 1.83478 -3.67349 -3.16466  0.1248
29 H -0.52932 -4.01262 -3.26841  0.1168
30 H -2.13610 -4.14804 -5.14666  0.1045
31 H -2.44298 -2.20019 -6.65418  0.1035
32 H -1.11950 -0.14862 -6.28836  0.0936
33 C -2.67083 0.39607 3.05168  -0.0606
34 C -2.47346 1.57917 2.10120  -0.3619
35 C -3.67100 2.52871 2.20631  -0.0446
36 C -1.15756 2.30226 2.34567  -0.1434
37 C -0.79852 2.64331 3.64448  -0.0514
38 C 0.39917 3.28859 3.91053  -0.0929
39 C 1.24130 3.60775 2.85733  -0.0494
40 C 0.91633 3.29989 1.53597  -0.1537
41 C 1.88456 3.77555 0.45864  -0.3571
42 C 2.39263 2.71108 -0.51555  -0.0750
43 C 1.31716 4.96569 -0.31942  -0.0505
44 C -0.29563 2.62941 1.26923  -0.2318
45 N -0.60893 2.19634 -0.02931  -0.0678
46 C -1.52647 2.90635 -0.73407  -0.2861
47 C -2.04823 4.18088 -0.41443  -0.0585
48 C -2.95950 4.82795 -1.23972  -0.1067
49 C -3.41239 4.25377 -2.41961  -0.1179
50 C -2.93490 2.98995 -2.76340  -0.0338
51 C -2.03966 2.37451 -1.93145  -0.2187
52 F -1.60477 1.10599 -2.26257  -0.0898
53 H -3.56531 -0.16871 2.77106  0.0700
54 H -2.81300 0.72822 4.08317  0.0760
55 H -1.81497 -0.27887 3.03335  0.0580
56 H -2.43423 1.19583 1.07891  0.1112
57 H -3.72930 2.95744 3.21116  0.0824
58 H -4.60688 1.99609 2.01423  0.0782
59 H -3.59144 3.34349 1.49029  0.0626
60 H -1.46197 2.39575 4.46615  0.1080
61 H 0.66676 3.55462 4.92596  0.0982
62 H 2.17371 4.12556 3.05731  0.1085
63 H 2.76365 4.13029 1.00504  0.1225
64 H 1.63498 2.48957 -1.26997  0.0366
65 H 2.69461 1.78826 -0.01498  0.0561
66 H 3.27191 3.08586 -1.04484  0.0879
67 H 0.45797 4.65855 -0.91813  0.0656
68 H 2.07420 5.37516 -0.99302  0.0800
69 H 0.99245 5.76012 0.35513  0.0844
70 H -1.70931 4.66335 0.49473  0.1141
71 H -3.31844 5.80868 -0.95032  0.0991
72 H -4.11690 4.76689 -3.05941  0.0906
73 H -3.25539 2.47869 -3.66289  0.1145
74 C -3.88281 -1.65452 0.06833  0.0275
75 C -2.41179 -1.94570 0.11015  -0.5107
76 O -1.63753 -1.43819 -0.70146  -0.1130
77 N -1.97869 -2.79370 1.05968  0.1004
78 C -0.56508 -3.10559 1.24161  -0.0915
79 C 0.10551 -2.15062 2.20254  -0.2695
80 C 0.23377 -2.46991 3.54409  -0.0203
81 C 0.81889 -1.55146 4.40279  -0.0440
82 C 1.26181 -0.34695 3.89039  -0.0356
83 C 1.10427 -0.11073 2.53329  -0.1205
84 N 0.53321 -0.98551 1.70137  0.0724
85 H -4.25625 -1.91886 -0.92033  0.0979
86 H -4.01795 -0.57942 0.19458  0.0889
87 H -4.44859 -2.18740 0.83046  0.0825
88 H -2.63986 -3.13250 1.73729  0.1454
89 H -0.07902 -3.05548 0.26693  0.1184
90 H -0.48388 -4.12648 1.61162  0.1272
91 H -0.11071 -3.43001 3.90771  0.1142
92 H 0.92908 -1.77923 5.45538  0.1126
93 H 1.71743 0.40829 4.51509  0.1131
94 H 1.44488 0.82330 2.10082  0.1046

---

(3)
Computed, not measured: an isolated molecule of C10H11ClN2O2, with ωB97M-V/def2-TZVPD.

The net charge is 0. As for the orbital gap (alpha / beta): 5.83 / 5.83 eV. For the HOMO energy (alpha / beta), the calculation gives -0.26722 / -0.26727 Ha. As for the multiplicity: 1.

Last column: Löwdin charge in e.
Element x y z (Å)
1 C 2.16769 0.42099 -1.91516  -0.0170
2 C 1.78275 1.41520 -2.84501  -0.0910
3 C 1.25927 0.06366 -0.95725  -0.2660
4 C 0.56985 2.00777 -2.68361  -0.6195
5 C 1.61651 -1.04599 -0.03548  -0.3583
6 C -0.35478 1.69656 -1.49824  -0.5373
7 C -0.37414 -1.27708 1.38524  -0.2498
8 C -1.11461 -1.51977 0.12597  0.0038
9 C -1.85679 0.39633 2.12872  -0.0479
10 C -1.06050 -0.86196 2.55736  -0.1773
11 N 0.91864 -1.11822 1.20127  0.2015
12 N 0.08679 0.64612 -0.72652  0.0718
13 O 2.61690 -1.72081 -0.15665  0.1222
14 O -1.34315 2.37107 -1.27891  -0.0271
15 Cl -0.12385 3.10554 -3.72799  0.7558
16 H 3.13441 -0.00107 -1.91029  0.0994
17 H 2.45124 1.70227 -3.62086  0.0984
18 H -1.28764 -0.50139 -0.34509  0.1154
19 H -1.87814 -2.19878 0.25443  0.0777
20 H -0.41252 -2.06762 -0.48331  0.0977
21 H -2.08016 0.82637 3.06269  0.0666
22 H -2.79592 0.15723 1.58783  0.1036
23 H -1.26969 0.91738 1.34298  0.0809
24 H -1.83826 -1.53025 3.05001  0.1501
25 H -0.34063 -0.67851 3.45026  0.1492
26 H 1.52673 -1.20503 2.03761  0.1972

---

(4)
Computed, not measured: an isolated molecule of C19H23F3N2O, with ωB97M-V/def2-TZVPD.

The net charge is 0. As for the orbital gap: 9.53 eV. As for the SMILES: N/C(=N\C[C@]12C[C@H]3C[C@H](C[C@H](C3)C1)C2)c1ccc(OC(F)(F)F)cc1. For the HOMO energy, the calculation gives -0.33041 Ha. As for the multiplicity: 1.

Last column: Löwdin charge in e.
Element x y z (Å)
1 F 7.17334 -2.36676 -3.53249  0.1028
2 F 8.42488 -2.92226 -1.70384  0.1353
3 F 6.44172 -4.04812 -2.14025  0.1664
4 N 0.33275 -0.05728 -0.67871  0.1083
5 O 6.54868 -1.96266 -1.32019  0.0642
6 C 1.18075 0.09596 -1.69195  -0.3472
7 C 4.18856 -2.00340 -0.95357  0.0047
8 C 4.97651 -0.28499 -2.27162  0.0064
9 C 2.87141 -1.49191 -1.02209  0.0125
10 C 3.67262 0.26821 -2.27490  -0.0293
11 C 5.27833 -1.37912 -1.51072  -0.2488
12 C 2.57556 -0.26466 -1.65938  -0.1847
13 N 0.64675 0.56933 -2.89771  0.1361
14 C 7.14324 -2.89326 -2.21434  -0.5025
15 C -1.04193 0.43528 -0.87649  -0.1915
16 C -4.47771 -0.11991 1.87284  -0.1313
17 C -3.68821 2.32451 2.18413  -0.0954
18 C -2.52001 0.48894 3.33092  -0.1526
19 C -3.40079 0.88514 -0.07310  -0.1150
20 C -2.01481 -0.84512 1.15276  -0.0472
21 C -1.41055 1.56321 1.35260  -0.0937
22 C -4.31261 1.24768 1.12329  -0.2300
23 C -3.05003 -0.57140 2.40486  -0.2464
24 C -2.33285 1.77006 2.53093  -0.3505
25 C -1.96742 0.48988 0.37013  -0.4159
26 H 4.42389 -3.02129 -0.60882  0.1283
27 H 5.67255 0.32405 -2.80423  0.1132
28 H 2.04143 -2.15109 -0.70668  0.1235
29 H 3.43734 1.14622 -2.92310  0.1218
30 H 1.32891 0.94654 -3.56906  0.0999
31 H -0.22035 1.05383 -2.74627  0.0537
32 H -1.59573 0.01787 -1.66281  0.0984
33 H -0.89755 1.48211 -1.25830  0.1231
34 H -4.85712 -0.91079 1.23497  0.1012
35 H -5.19145 -0.13392 2.69645  0.1050
36 H -3.65005 3.40420 1.87149  0.1211
37 H -4.28411 2.37909 3.10965  0.1119
38 H -1.51573 0.14609 3.70091  0.1295
39 H -3.10660 0.56549 4.27369  0.1275
40 H -3.22226 1.79122 -0.52982  0.0780
41 H -3.88703 0.18291 -0.87047  0.1609
42 H -1.01092 -1.06009 1.52166  0.1075
43 H -2.33474 -1.61344 0.48115  0.1030
44 H -0.41159 1.34925 1.57964  0.1023
45 H -1.43770 2.56580 0.85402  0.1369
46 H -5.33912 1.58654 0.73652  0.1444
47 H -3.33224 -1.47415 2.95266  0.1230
48 H -1.84801 2.49618 3.16565  0.1311

---

(5)
Computed, not measured: a cluster of 5 separate species, C2H16NO4 in total, with ωB97M-V/def2-TZVPD.

The net charge is +1. As for the orbital gap: 11.56 eV. For the HOMO energy, the calculation gives -0.52456 Ha. As for the multiplicity: 1.

Last column: Löwdin charge in e.
Element x y z (Å)
1 C -2.46835 0.81754 -0.61015  -0.0626
2 C -1.06353 0.42834 -1.00603  -0.1953
3 N -0.07144 0.96309 -0.01389  0.1688
4 H -3.26195 0.11293 -0.75856  0.0832
5 H -2.53460 0.89978 0.45732  0.0696
6 H -2.80048 1.78497 -0.95128  0.0846
7 H -0.91230 -0.66440 -1.15661  0.1422
8 H -0.83450 0.86449 -1.95513  0.0741
9 H 0.32581 0.27847 0.65115  0.1190
10 H -0.53385 1.63386 0.65187  0.1725
11 H 0.70598 1.40703 -0.48673  0.1273
12 H 1.86379 -2.29440 2.56205  0.0461
13 H 1.57839 -1.94308 0.98262  -0.0234
14 O 1.95385 -1.70137 1.82707  -0.0577
15 H 1.18432 1.88266 -3.09837  0.0791
16 H 0.02025 2.77098 -2.87027  0.0851
17 O 0.55947 2.11402 -2.40346  -0.0525
18 H 2.21671 -3.28730 -0.54523  0.0556
19 H 0.93136 -4.02744 -0.22943  0.0664
20 O 1.34995 -3.17432 -0.19313  -0.0196
21 H 0.91985 -0.34890 3.10643  0.0646
22 H 0.38167 1.05530 3.39831  0.0785
23 O 0.48960 0.42772 2.64142  -0.1055

---

(6)
Computed, not measured: a cluster of 2 separate species, HI5Si2 in total, with ωB97M-V/def2-TZVPD.

The net charge is 0. As for the orbital gap: 7.40 eV. For the HOMO energy, the calculation gives -0.32558 Ha. As for the multiplicity: 1.

Last column: Löwdin charge in e.
Element x y z (Å)
1 Si 3.49516 0.22035 -0.26506  0.2007
2 Si -1.62105 0.30307 0.08917  -1.3615
3 I 1.97244 -1.66276 -1.15218  0.0634
4 I -1.77763 0.76857 -2.27220  0.3659
5 I -1.79731 -2.12624 0.56620  0.3313
6 I 0.26563 1.60873 0.91627  0.3619
7 I -3.67600 1.28910 1.04538  0.3212
8 H 3.13876 -0.40083 1.07243  -0.2829

---

(7)
Computed, not measured: an isolated molecule of C11H13NSe, with ωB97M-V/def2-TZVPD.

The net charge is 0. As for the orbital gap (alpha / beta): 6.24 / 6.24 eV. As for the SMILES: CCC(C)=C=N[C@@H]1C=CC=CC1=[Se]. For the HOMO energy (alpha / beta), the calculation gives -0.27866 / -0.27865 Ha. As for the multiplicity: 1.

Last column: Löwdin charge in e.
Element x y z (Å)
1 C 0.22285 0.75793 0.67836  -0.1848
2 C -2.22673 -2.60856 0.02500  -0.0815
3 C -2.26339 -1.56161 0.88908  -0.0583
4 C -2.24876 -2.44005 -1.39675  -0.0645
5 C -1.93988 -0.25432 0.43346  -0.3874
6 C -2.15909 -1.18748 -1.95379  -0.1641
7 C -1.94236 -0.09245 -1.08528  -0.6196
8 C 2.75410 -0.55619 0.11904  -0.1205
9 C 1.25337 3.02145 0.87735  -0.0723
10 C 2.61670 0.97252 0.20595  -0.2285
11 C 1.22215 1.58398 0.50304  -0.3006
12 N -0.68707 0.10596 1.02840  0.1479
13 Se -1.33092 1.48715 -1.81360  0.7725
14 H -2.15977 -3.69570 0.23833  0.1160
15 H -2.47585 -1.84817 1.94275  0.1296
16 H -2.26763 -3.32507 -1.99148  0.0973
17 H -2.62709 0.58899 0.92595  0.1989
18 H -2.23521 -1.04681 -3.06506  0.1133
19 H 2.23459 -0.88776 -0.87192  0.1002
20 H 2.42048 -1.07746 1.02819  0.0634
21 H 3.89963 -0.86477 -0.01813  0.1051
22 H 1.86801 3.15348 1.79385  0.0854
23 H 0.14096 3.28057 1.04185  0.1065
24 H 1.69336 3.80389 0.25217  0.0761
25 H 3.16773 1.36901 0.94769  0.0554
26 H 3.06980 1.32147 -0.73445  0.1145

---

(8)
Computed, not measured: an isolated molecule of C3H4OS, with ωB97M-V/def2-TZVPD.

The net charge is 0. As for the orbital gap: 8.54 eV. As for the SMILES: CC#CSO. For the HOMO energy, the calculation gives -0.31228 Ha. As for the multiplicity: 1.

Last column: Löwdin charge in e.
Element x y z (Å)
1 C -0.42688 0.24653 0.25867  -0.1614
2 C 0.70797 0.40184 0.59769  -0.4636
3 C -1.82510 0.20250 0.04405  -0.1126
4 O 2.63388 -1.08296 -0.33937  -0.4523
5 S 2.36705 0.33861 0.72874  0.8819
6 H -2.11635 0.94338 -0.65623  0.0587
7 H -2.56780 0.48682 0.89009  0.1274
8 H -2.00065 -0.73844 -0.43107  0.0763
9 H 3.22787 -0.79827 -1.09257  0.0455

---

The evaluated energy relative to the best compared isomer or geometry (same formula, charge and spin) for the records listed, in turn: 2.7064 0.0335 2.3086 2.1323 1.1662 1.7500 3.1893 2.7030 eV.